No. 1
DFT (wB97M-V/def2-TZVPD) results for C21H40P2V as an isolated structure.

```
64
Properties=species:S:1:pos:R:3:mulliken_charge:R:1
P 5.222 -0.101 -0.323 1.345
P 4.161 -3.431 -0.084 1.459
C 6.239 -1.571 0.075 -0.931
C 5.832 -2.888 -0.605 -1.197
H 6.265 -1.664 1.173 0.358
H 7.269 -1.319 -0.238 0.540
H 5.866 -2.805 -1.704 0.448
H 6.517 -3.694 -0.298 0.529
C 4.555 -4.038 1.598 -1.486
H 3.625 -4.351 2.092 0.394
H 5.026 -3.250 2.203 0.343
H 5.238 -4.895 1.514 0.474
C 3.845 -4.967 -0.992 -1.328
H 4.492 -5.763 -0.598 0.416
H 4.036 -4.822 -2.064 0.398
H 2.792 -5.244 -0.850 0.369
C 6.228 1.257 0.347 -1.422
H 5.703 2.220 0.260 0.439
H 7.176 1.317 -0.208 0.475
H 6.452 1.076 1.407 0.416
C 5.344 0.086 -2.123 -1.569
H 5.036 -0.838 -2.629 0.349
H 6.380 0.323 -2.405 0.473
H 4.690 0.900 -2.465 0.429
V 0.878 0.210 0.172 -1.199
C 0.239 -2.123 -0.639 -0.694
C 0.669 -1.977 0.685 -0.436
C 2.064 -1.731 1.230 1.155
C 2.742 -0.333 1.358 -1.190
C 3.507 0.265 0.111 0.070
C 2.613 0.158 -1.117 -0.642
C 2.373 -1.170 -1.759 0.258
C 0.913 -1.668 -1.896 -1.420
C 0.193 2.914 -1.303 -1.496
H -0.749 -2.561 -0.804 0.655
H -0.060 -2.253 1.461 0.372
H 2.792 -2.393 0.679 -1.757
H 2.067 -2.141 2.258 0.891
H 1.962 0.425 1.670 0.524
H 3.450 -0.392 2.196 0.595
H 3.624 1.339 0.369 0.152
H 2.664 1.012 -1.809 0.747
H 2.971 -1.976 -1.268 -1.306
H 2.794 -1.131 -2.782 0.378
H 0.325 -0.903 -2.447 0.305
H 0.939 -2.525 -2.595 0.678
H -0.567 3.096 -2.080 0.328
H 1.158 2.789 -1.818 0.227
H 0.269 3.831 -0.695 0.272
C -3.248 1.244 -0.773 -1.735
C -2.404 0.763 0.412 2.538
C -2.753 1.572 1.664 -1.786
C -2.734 -0.707 0.681 -1.466
C -0.952 0.925 0.094 -0.728
C -0.082 1.722 -0.506 0.880
H -4.318 1.140 -0.563 0.447
H -3.023 0.654 -1.666 0.346
H -3.047 2.295 -1.005 0.346
H -3.810 1.456 1.928 0.443
H -2.152 1.236 2.517 0.352
H -2.556 2.640 1.514 0.334
H -2.494 -1.323 -0.195 0.161
H -2.151 -1.086 1.530 0.206
H -3.800 -0.827 0.911 0.475
```

Properties
**2S+1**: 4
**Total charge**: 0
**Relative energy (zero: lowest compared OMol25 entry of this formula, charge and spin)**: 50.7 kcal/mol
**E_HOMO (spin up / spin down)**: -4.201 / -5.263 eV
**LUMO (spin up / spin down)**: 0.033 / 0.017 eV

No. 2
DFT (wB97M-V/def2-TZVPD) results for C21H41As3O4SV as an isolated structure.

```
71
Properties=species:S:1:pos:R:3:mulliken_charge:R:1
V -0.099 0.222 0.243 0.083
C 0.876 1.333 2.916 -0.304
C 1.058 -0.107 3.323 -1.120
O 0.817 -0.871 2.128 0.300
C 0.420 -2.224 2.412 -0.897
C 0.119 -2.829 1.067 -0.525
O -0.678 -1.877 0.329 -0.334
C -2.100 -2.074 0.289 -0.172
C -2.753 -1.052 1.181 -0.752
O -2.221 0.235 0.770 0.692
C -2.579 1.311 1.672 -0.894
C -1.546 1.361 2.763 -0.790
O -0.285 1.425 2.065 0.349
H 1.705 1.683 2.307 -0.192
H 0.768 2.006 3.770 0.481
H 0.351 -0.422 4.094 0.472
H 2.069 -0.287 3.697 0.489
H -0.456 -2.205 3.068 0.406
H 1.223 -2.759 2.922 0.538
H -0.404 -3.782 1.140 0.529
H 1.022 -2.978 0.477 0.057
H -2.355 -3.092 0.585 0.593
H -2.390 -1.934 -0.752 -0.510
H -2.518 -1.217 2.235 0.231
H -3.839 -1.046 1.058 0.560
H -3.589 1.163 2.054 0.637
H -2.566 2.221 1.070 0.149
H -1.571 0.473 3.397 0.356
H -1.662 2.246 3.392 0.476
C 3.743 0.219 0.840 -1.258
As 2.361 0.000 -0.493 1.574
C 2.821 -1.675 -1.337 -1.361
C 2.748 1.361 -1.793 0.423
C 3.828 1.267 -2.663 -1.012
C 4.086 2.302 -3.553 -0.874
C 3.276 3.428 -3.572 -0.811
C 2.200 3.530 -2.700 -1.025
C 1.934 2.493 -1.813 0.504
As 0.500 2.600 -0.544 1.005
C -0.911 3.553 -1.455 -1.204
C 1.131 3.893 0.750 -1.345
H 4.706 0.156 0.330 0.517
H 3.682 -0.568 1.590 0.402
H 3.672 1.198 1.312 0.398
H 3.797 -1.576 -1.810 0.532
H 2.074 -1.935 -2.084 0.343
H 2.888 -2.455 -0.579 0.512
H 4.482 0.404 -2.665 0.353
H 4.927 2.229 -4.230 0.447
H 3.487 4.233 -4.263 0.457
H 1.588 4.424 -2.726 0.426
H -1.087 3.076 -2.416 0.154
H -0.599 4.585 -1.612 0.592
H -1.824 3.553 -0.860 0.390
H 1.351 4.817 0.213 0.532
H 2.051 3.547 1.218 0.392
H 0.374 4.086 1.508 0.439
C -3.042 -1.619 -3.503 -1.149
As -2.348 0.129 -3.141 0.634
C -3.669 1.164 -2.219 -0.667
C -1.952 0.957 -4.816 -1.038
S -0.436 -0.012 -2.104 -0.385
H -3.731 -1.542 -4.344 0.441
H -3.580 -2.000 -2.637 0.412
H -2.214 -2.277 -3.761 0.418
H -4.656 0.834 -2.542 0.510
H -3.540 2.215 -2.470 0.415
H -3.551 1.014 -1.150 -0.197
H -2.888 1.153 -5.340 0.457
H -1.333 0.280 -5.401 0.403
H -1.419 1.888 -4.632 0.334
```

Properties
**2S+1**: 3
**Total charge**: +3
**Relative energy (zero: lowest compared OMol25 entry of this formula, charge and spin)**: 1.0 kcal/mol
**E_HOMO (spin up / spin down)**: -17.101 / -17.110 eV
**LUMO (spin up / spin down)**: -9.146 / -8.740 eV

No. 3
DFT (wB97M-V/def2-TZVPD) results for C21H41F10N4OReSSbSeSi3Te as an isolated structure.

```
85
Properties=species:S:1:pos:R:3:mulliken_charge:R:1
Re -0.748 0.265 -0.337 0.108
N -2.811 -1.254 2.634 -0.514
N -2.875 -2.203 1.596 0.042
C -3.114 -1.837 0.348 0.370
N -3.396 -2.746 -0.568 -0.221
S -3.102 -0.147 -0.098 -0.443
H -1.859 -0.920 2.731 -0.142
H -3.083 -1.717 3.493 0.328
H -2.883 -3.185 1.843 0.251
H -3.396 -3.737 -0.375 0.268
H -3.393 -2.472 -1.537 0.112
C -0.667 1.400 -5.546 -1.589
C -1.403 0.169 -4.991 2.159
C -0.863 -1.122 -5.618 -1.658
C -2.919 0.295 -5.209 -1.570
C -1.172 0.147 -3.540 -0.277
N -0.990 0.189 -2.409 -0.101
H -0.841 1.443 -6.621 0.420
H 0.407 1.329 -5.375 0.403
H -1.041 2.323 -5.103 0.372
H -1.036 -1.067 -6.692 0.492
H -1.378 -1.997 -5.223 0.315
H 0.203 -1.238 -5.438 0.378
H -3.106 0.345 -6.282 0.426
H -3.317 1.200 -4.750 0.371
H -3.449 -0.570 -4.811 0.371
F -2.075 -5.093 -2.179 -0.382
C -0.769 -4.680 -2.204 0.020
C -0.420 -3.257 -2.322 -0.430
F 0.601 -2.909 -3.183 -0.350
C -0.074 -3.979 -1.089 0.847
F -0.679 -3.513 0.107 0.039
C 1.218 -4.657 -0.882 -0.086
Se 2.519 -4.302 0.332 -0.161
C 1.359 -5.645 -1.891 0.096
F 2.466 -6.329 -2.095 -0.280
C 0.220 -5.719 -2.624 0.305
F 0.021 -6.492 -3.640 -0.244
C -2.572 2.930 1.301 -0.902
Si -1.530 2.670 -0.225 0.239
C -0.027 3.782 -0.064 -0.758
C -2.447 3.053 -1.804 -0.865
Sb 1.482 0.963 2.243 0.824
Si 0.868 1.241 4.821 0.261
C 1.158 3.055 5.085 -1.083
C 2.068 0.103 5.648 -1.009
C -0.914 0.739 4.903 -0.836
Si 3.524 1.871 0.689 0.331
C 4.221 3.092 1.902 -1.138
C 3.030 2.603 -0.934 -0.885
C 4.463 0.285 0.545 -0.995
H -3.021 3.926 1.238 0.452
H -1.943 2.912 2.195 0.103
H -3.372 2.206 1.437 0.369
H -0.359 4.726 0.379 0.475
H 0.426 4.006 -1.029 0.305
H 0.756 3.380 0.584 -0.094
H -2.822 4.079 -1.763 0.519
H -3.302 2.391 -1.953 0.270
H -1.788 2.972 -2.670 0.082
H 2.188 3.348 4.877 0.349
H 0.958 3.296 6.133 0.413
H 0.487 3.669 4.481 0.348
H 3.102 0.432 5.530 0.346
H 1.972 -0.917 5.273 0.244
H 1.849 0.087 6.720 0.417
H -1.492 1.117 4.058 0.221
H -1.349 1.156 5.815 0.500
H -1.001 -0.346 4.947 0.178
H 3.565 3.954 2.039 0.377
H 5.169 3.468 1.505 0.424
H 4.435 2.649 2.876 0.355
H 2.841 3.673 -0.862 0.371
H 2.175 2.099 -1.377 0.164
H 3.885 2.453 -1.602 0.459
H 4.697 -0.173 1.505 0.319
H 5.409 0.522 0.046 0.463
H 3.925 -0.432 -0.075 0.258
F 0.090 -4.506 2.562 -0.371
Te 1.003 -2.923 2.184 2.033
F 2.465 -3.425 3.204 -0.390
F 2.313 -0.835 2.366 -0.758
F 0.307 -2.256 3.867 -0.582
F 1.183 0.166 -0.607 -0.791
O -0.234 0.421 1.558 0.943
```

Properties
**2S+1**: 4
**Total charge**: +2
**Relative energy (zero: lowest compared OMol25 entry of this formula, charge and spin)**: 0.0 kcal/mol
**E_HOMO (spin up / spin down)**: -12.834 / -12.826 eV
**LUMO (spin up / spin down)**: -6.593 / -6.602 eV

No. 4
DFT (wB97M-V/def2-TZVPD) results for a 5-piece molecular cluster, C21H41FNO9S overall.

```
74
Properties=species:S:1:pos:R:3:mulliken_charge:R:1
C -2.004 1.336 2.101 -0.743
C -1.219 -0.013 1.662 0.251
N -0.725 -0.902 2.495 -0.678
C -0.998 -0.256 0.085 -0.062
S 0.048 1.209 -0.499 0.045
C 1.639 1.023 0.467 -0.228
C 2.708 2.224 0.160 0.334
O 3.909 1.945 0.388 -0.406
F 2.272 3.530 -0.302 -0.154
H -2.507 1.760 1.158 0.234
H -2.730 1.164 2.966 0.340
H -1.193 2.081 2.457 0.213
H -0.245 -1.670 1.993 0.559
H -1.994 -0.332 -0.502 0.423
H -0.341 -1.186 -0.127 -0.066
H 0.240 1.003 -1.861 0.327
H 2.132 -0.010 0.273 0.374
H 1.352 1.135 1.582 0.357
O 0.510 -3.097 0.724 -0.666
C 0.620 -4.062 -0.011 0.763
O 1.448 -4.015 -1.065 -0.350
C 1.800 -5.153 -1.873 -0.127
C 0.776 -5.376 -2.968 -0.996
C -0.234 -5.281 0.189 -1.178
H 1.954 -6.042 -1.257 0.350
H 2.764 -4.922 -2.329 0.054
H -0.212 -5.601 -2.559 0.337
H 1.078 -6.202 -3.615 0.321
H 0.667 -4.475 -3.578 0.301
H -1.195 -5.133 -0.306 0.277
H -0.398 -5.414 1.261 0.386
H 0.226 -6.202 -0.164 0.353
O -4.356 3.368 2.926 -0.566
C -4.306 3.788 4.063 0.786
O -4.098 2.941 5.088 -0.356
C -3.827 3.351 6.438 -0.391
C -5.115 3.602 7.197 -0.989
C -4.570 5.237 4.359 -0.839
H -3.154 4.212 6.461 0.342
H -3.290 2.525 6.909 0.337
H -5.694 4.415 6.755 0.277
H -4.905 3.854 8.239 0.359
H -5.751 2.713 7.174 0.306
H -5.646 5.397 4.448 0.279
H -4.186 5.835 3.529 0.133
H -4.067 5.602 5.253 0.338
O -3.050 7.619 1.500 -0.567
C -2.340 6.976 0.761 0.759
O -1.018 6.878 1.007 -0.396
C -0.128 5.989 0.317 -0.125
C 0.381 6.624 -0.962 -1.015
C -2.894 6.357 -0.492 -0.918
H -0.594 5.015 0.143 0.192
H 0.715 5.814 0.989 0.290
H -0.431 6.829 -1.663 0.282
H 1.106 5.972 -1.455 0.345
H 0.861 7.582 -0.747 0.317
H -2.893 7.100 -1.292 0.271
H -3.921 6.043 -0.295 0.297
H -2.360 5.465 -0.815 0.275
O 3.797 -8.495 -3.700 -0.560
C 4.442 -7.642 -4.268 0.769
O 3.984 -6.375 -4.330 -0.306
C 4.749 -5.256 -4.800 -0.339
C 4.651 -5.127 -6.308 -1.076
C 5.709 -7.994 -4.996 -1.045
H 5.783 -5.310 -4.452 0.397
H 4.312 -4.367 -4.337 0.299
H 5.066 -6.000 -6.816 0.279
H 5.184 -4.239 -6.655 0.374
H 3.605 -5.050 -6.617 0.313
H 5.463 -8.343 -6.000 0.269
H 6.209 -8.796 -4.448 0.319
H 6.424 -7.175 -5.054 0.336
```

Properties
**2S+1**: 1
**Total charge**: +1
**E_HOMO**: -12.051 eV
**LUMO**: -3.712 eV